1.
Below is C50H51N6O2P2PdS5 as an isolated structure, with properties calculated with wB97M-V/def2-TZVPD.

Results
LUMO level ... -10.0425 eV
Energy above the lowest of the compared OMol25 structures with the same formula, charge and spin ... 154.64 kJ/mol
HOMO energy ... -13.96 eV
Spin multiplicity ... 1
Charge ... +3
Kohn-Sham gap ... 3.914 eV

Atoms and positions in Å:
Pd: 0.671 -0.589 -0.751
C: -0.058 5.639 4.552
S: 0.368 3.930 4.943
C: -1.180 3.072 4.523
C: -0.921 1.886 3.599
C: -0.353 2.317 2.256
N: -0.061 1.175 1.362
P: -1.022 0.462 0.246
C: -3.254 -0.681 1.231
C: -4.441 -0.364 1.858
C: -5.213 -1.403 2.357
C: -4.795 -2.720 2.217
C: -3.599 -3.005 1.575
C: -2.808 -1.976 1.070
C: -1.150 1.529 -1.234
C: -2.876 1.756 -2.916
C: -2.604 2.953 -3.554
C: -1.492 3.809 -3.377
C: -0.614 3.714 -2.346
C: -0.583 2.745 -1.274
P: 1.398 0.239 1.272
C: 2.726 1.414 1.420
C: 3.410 1.841 0.283
C: 4.415 2.787 0.399
C: 4.737 3.309 1.644
C: 4.046 2.899 2.779
C: 3.045 1.949 2.674
C: 1.342 -0.809 2.728
C: 0.128 -1.376 3.122
C: 0.054 -2.147 4.266
C: 1.198 -2.362 5.029
C: 2.409 -1.817 4.637
C: 2.489 -1.050 3.482
H: 0.793 6.248 4.849
H: -0.924 5.961 5.126
H: -0.238 5.781 3.487
H: -1.867 3.788 4.069
H: -1.643 2.716 5.442
H: -1.847 1.322 3.442
H: -0.217 1.206 4.086
H: 0.582 2.860 2.406
H: -1.041 2.993 1.740
H: -4.744 0.669 1.964
H: -6.143 -1.179 2.862
H: -5.401 -3.524 2.610
H: -3.272 -4.030 1.462
H: -1.888 -2.207 0.547
H: -3.627 1.161 -3.424
H: -3.397 3.325 -4.198
H: -1.430 4.683 -4.012
H: 0.085 4.537 -2.234
H: -0.026 3.053 -0.396
H: 3.174 1.425 -0.688
H: 4.957 3.110 -0.480
H: 5.530 4.039 1.734
H: 4.285 3.319 3.746
H: 2.503 1.650 3.562
H: -0.777 -1.206 2.555
H: -0.892 -2.575 4.569
H: 1.140 -2.957 5.931
H: 3.301 -1.993 5.222
H: 3.442 -0.648 3.178
C: -8.325 -2.105 -2.050
C: -7.331 -0.997 -1.900
C: -7.711 0.338 -2.065
C: -6.798 1.364 -1.918
C: -5.480 1.045 -1.583
C: -5.072 -0.285 -1.413
C: -5.995 -1.290 -1.582
S: -4.356 2.334 -1.298
O: -4.987 3.577 -1.694
O: -2.520 0.439 0.730
N: -1.848 0.938 -2.337
C: -1.332 -0.139 -3.090
C: -1.738 -0.329 -4.411
C: -1.317 -1.452 -5.095
C: -0.508 -2.380 -4.456
C: -0.116 -2.107 -3.169
N: -0.500 -1.002 -2.492
H: -9.298 -1.735 -2.362
H: -8.448 -2.633 -1.103
H: -7.979 -2.835 -2.784
H: -8.738 0.572 -2.313
H: -7.095 2.396 -2.047
H: -4.048 -0.526 -1.165
H: -5.693 -2.323 -1.459
H: -2.365 0.389 -4.915
H: -1.624 -1.599 -6.122
H: -0.174 -3.283 -4.944
H: 0.528 -2.789 -2.632
S: 4.550 -2.456 1.414
C: 5.952 -2.059 0.634
N: 7.131 -2.661 0.759
C: 8.298 -2.050 0.135
C: 7.759 -1.173 -0.995
S: 6.081 -0.701 -0.475
H: 7.215 -3.425 1.414
H: 8.959 -2.824 -0.252
H: 8.849 -1.457 0.868
H: 7.705 -1.717 -1.937
H: 8.363 -0.280 -1.131
N: 2.310 1.084 -3.039
C: 2.820 -0.146 -2.804
N: 2.334 -0.976 -1.913
C: 3.027 -2.199 -1.931
C: 2.742 -3.307 -1.150
C: 3.482 -4.460 -1.346
C: 4.492 -4.514 -2.306
C: 4.794 -3.407 -3.080
C: 4.047 -2.256 -2.876
S: 4.160 -0.735 -3.722
H: 1.415 1.323 -2.644
H: 2.642 1.622 -3.821
H: 1.993 -3.263 -0.369
H: 3.293 -5.323 -0.723
H: 5.053 -5.429 -2.443
H: 5.578 -3.443 -3.825

***

2.
Below is C50H52AsIrN2O2PSSe as an isolated structure, with properties calculated with wB97M-V/def2-TZVPD.

Results
LUMO level (alpha / beta) ... -4.5445 / -4.8471 eV
Energy above the lowest of the compared OMol25 structures with the same formula, charge and spin ... 276.62 kJ/mol
HOMO energy (alpha / beta) ... -9.45 / -9.22 eV
Spin multiplicity ... 1
Charge ... +1
Kohn-Sham gap (alpha / beta) ... 4.906 / 4.375 eV

Atoms and positions in Å:
Ir: 0.084 0.341 -0.147
N: -1.689 1.382 -0.953
C: -2.001 2.638 -0.221
C: -0.726 3.412 0.082
C: -0.181 2.930 1.420
O: -0.452 3.529 2.441
O: 0.522 1.837 1.358
H: -1.492 1.599 -1.924
H: -2.485 0.753 -0.933
H: -2.498 2.369 0.711
H: -2.687 3.253 -0.806
H: -0.923 4.479 0.153
H: 0.011 3.236 -0.705
N: -1.140 -0.289 1.515
S: -1.858 -1.569 2.110
C: -3.275 -0.936 3.012
C: -4.534 -1.245 2.518
C: -5.655 -0.734 3.159
C: -5.503 0.074 4.276
C: -4.234 0.387 4.751
C: -3.109 -0.118 4.121
C: -0.904 -2.125 3.526
C: -1.327 -3.279 4.170
C: -0.618 -3.728 5.273
C: 0.502 -3.030 5.712
C: 0.908 -1.876 5.060
C: 0.205 -1.414 3.954
H: -0.894 0.395 2.235
H: -4.633 -1.885 1.650
H: -6.642 -0.970 2.785
H: -6.377 0.452 4.790
H: -4.117 1.024 5.618
H: -2.121 0.120 4.497
H: -2.196 -3.819 3.814
H: -0.943 -4.622 5.788
H: 1.060 -3.393 6.565
H: 1.769 -1.324 5.412
H: 0.522 -0.514 3.439
C: 6.939 -4.859 2.370
C: 5.653 -4.176 2.005
C: 4.647 -4.859 1.323
C: 3.440 -4.262 1.010
C: 2.398 -5.043 0.258
C: 3.233 -2.915 1.393
Se: 1.554 -2.156 1.047
C: 4.247 -2.194 2.060
C: 4.089 -0.768 2.507
C: 5.433 -2.849 2.354
H: 7.010 -5.842 1.909
H: 7.005 -4.984 3.453
H: 7.799 -4.264 2.060
H: 4.812 -5.889 1.028
H: 2.733 -6.065 0.085
H: 2.191 -4.581 -0.710
H: 1.458 -5.072 0.812
H: 3.188 -0.310 2.107
H: 4.946 -0.176 2.190
H: 4.043 -0.719 3.598
H: 6.210 -2.305 2.881
C: 1.514 0.751 -3.464
C: 1.640 2.264 -3.419
As: 1.572 3.136 -5.207
C: 2.881 2.003 -6.126
C: 4.117 2.583 -6.404
C: 5.095 1.882 -7.098
C: 4.848 0.585 -7.521
C: 3.623 -0.009 -7.243
C: 2.645 0.696 -6.555
C: -0.075 2.329 -5.881
C: -1.194 2.163 -5.070
C: -2.398 1.716 -5.596
C: -2.503 1.438 -6.951
C: -1.398 1.611 -7.774
C: -0.198 2.061 -7.244
P: 1.655 -0.072 -1.827
C: 3.339 0.417 -1.335
C: 3.457 1.232 -0.209
C: 4.700 1.712 0.183
C: 5.835 1.373 -0.536
C: 5.725 0.568 -1.663
C: 4.485 0.100 -2.066
C: 1.548 -1.798 -2.416
C: 0.409 -2.511 -2.027
C: 0.129 -3.760 -2.560
C: 0.998 -4.325 -3.481
C: 2.133 -3.628 -3.874
C: 2.401 -2.368 -3.359
H: 2.306 0.328 -4.085
H: 0.556 0.440 -3.889
H: 2.593 2.555 -2.974
H: 0.853 2.708 -2.803
H: 4.309 3.601 -6.085
H: 6.043 2.355 -7.321
H: 5.601 0.042 -8.078
H: 3.421 -1.019 -7.577
H: 1.685 0.228 -6.378
H: -1.129 2.402 -4.012
H: -3.262 1.595 -4.953
H: -3.444 1.103 -7.367
H: -1.474 1.403 -8.834
H: 0.655 2.208 -7.897
H: 2.575 1.505 0.361
H: 4.776 2.350 1.054
H: 6.806 1.744 -0.233
H: 6.606 0.318 -2.239
H: 4.428 -0.511 -2.955
H: -0.270 -2.063 -1.306
H: -0.768 -4.288 -2.262
H: 0.791 -5.303 -3.896
H: 2.808 -4.059 -4.603
H: 3.275 -1.845 -3.717

***

3.
Below is C50H53AsIrN6O5S2 as an isolated structure, with properties calculated with wB97M-V/def2-TZVPD.

Results
LUMO level (alpha / beta) ... -6.8327 / -6.7000 eV
Energy above the lowest of the compared OMol25 structures with the same formula, charge and spin ... 236.89 kJ/mol
HOMO energy (alpha / beta) ... -11.99 / -12.02 eV
Spin multiplicity ... 2
Charge ... +2
Kohn-Sham gap (alpha / beta) ... 5.162 / 5.315 eV
⟨S²⟩ ... 0.806

Atoms and positions in Å:
Ir: 0.928 0.336 0.262
C: -8.706 0.861 3.544
O: -8.917 1.464 2.288
C: -7.928 2.142 1.692
C: -6.626 2.274 2.193
C: -5.684 2.987 1.498
C: -6.002 3.591 0.253
C: -7.319 3.461 -0.243
C: -8.254 2.759 0.467
N: -5.082 4.261 -0.430
N: -3.940 4.657 -0.086
C: -2.762 4.069 -0.019
C: -1.720 4.805 0.597
C: -0.527 4.230 0.952
C: -0.258 2.879 0.635
O: 0.800 2.251 1.042
C: -1.197 2.184 -0.177
N: -0.798 0.962 -0.639
C: -1.634 0.279 -1.407
C: -2.912 0.720 -1.713
C: -3.347 1.951 -1.241
C: -2.476 2.726 -0.482
H: -9.657 0.404 3.812
H: -8.434 1.602 4.301
H: -7.935 0.083 3.493
H: -6.352 1.827 3.135
H: -4.682 3.107 1.888
H: -7.575 3.938 -1.175
H: -9.269 2.675 0.114
H: -1.924 5.834 0.840
H: 0.219 4.789 1.496
H: -1.287 -0.676 -1.786
H: -3.557 0.104 -2.317
H: -4.337 2.308 -1.483
O: -0.886 -0.653 1.770
S: -1.339 -0.221 3.136
C: -1.445 -1.766 4.142
C: -2.696 -1.589 4.978
C: -3.797 -1.116 4.028
C: -3.187 -0.076 3.088
H: -0.545 -1.862 4.745
H: -1.511 -2.601 3.446
H: -2.518 -0.831 5.744
H: -2.972 -2.518 5.478
H: -4.631 -0.691 4.589
H: -4.181 -1.961 3.455
H: -3.403 0.943 3.406
H: -3.509 -0.199 2.057
C: -2.367 -4.624 -2.062
C: -1.333 -4.483 -2.973
C: -0.306 -3.586 -2.730
C: -0.312 -2.829 -1.565
C: -1.340 -2.990 -0.638
C: -2.369 -3.879 -0.892
As: 1.197 -1.708 -1.054
C: 2.166 -3.187 -0.252
C: 2.660 -4.205 -1.061
C: 3.158 -5.364 -0.492
C: 3.159 -5.515 0.887
C: 2.653 -4.509 1.696
C: 2.148 -3.352 1.128
C: 2.136 -1.380 -2.724
C: 1.432 -0.924 -3.835
C: 2.089 -0.668 -5.027
C: 3.459 -0.847 -5.119
C: 4.172 -1.261 -4.005
C: 3.518 -1.514 -2.812
H: -3.173 -5.312 -2.265
H: -1.321 -5.073 -3.876
H: 0.503 -3.475 -3.446
H: -1.317 -2.399 0.273
H: -3.172 -3.995 -0.178
H: 2.639 -4.088 -2.140
H: 3.533 -6.153 -1.126
H: 3.540 -6.420 1.331
H: 2.642 -4.633 2.768
H: 1.722 -2.566 1.745
H: 0.357 -0.782 -3.760
H: 1.534 -0.331 -5.890
H: 3.970 -0.665 -6.053
H: 5.240 -1.400 -4.070
H: 4.083 -1.849 -1.948
C: 4.126 1.578 3.987
N: 3.206 0.746 3.241
C: 1.817 0.920 3.591
C: 3.565 0.072 2.139
N: 2.710 -0.242 1.178
N: 4.857 -0.350 2.044
C: 5.564 -0.879 3.192
C: 5.462 -0.666 0.770
H: 3.718 2.589 4.049
H: 5.091 1.632 3.489
H: 4.261 1.200 5.004
H: 1.735 0.947 4.677
H: 1.240 0.087 3.200
H: 1.413 1.846 3.179
H: 3.166 -0.889 0.535
H: 4.912 -0.908 4.060
H: 6.451 -0.290 3.429
H: 5.883 -1.900 2.971
H: 5.104 0.017 -0.001
H: 5.284 -1.704 0.461
H: 6.540 -0.533 0.874
O: 3.228 3.163 -7.585
C: 4.110 2.585 -6.771
O: 5.136 2.114 -7.175
C: 3.754 2.498 -5.316
C: 2.441 2.488 -4.842
C: 2.183 2.254 -3.508
C: 3.246 2.041 -2.623
S: 3.032 1.732 -0.941
C: 4.568 2.092 -3.092
C: 4.813 2.307 -4.425
H: 2.479 3.562 -7.124
H: 1.613 2.637 -5.522
H: 1.168 2.250 -3.135
H: 5.376 1.945 -2.394
H: 5.818 2.321 -4.817

***

4.
Below is C50H54As2BrCrN2S5Sb as an isolated structure, with properties calculated with wB97M-V/def2-TZVPD.

Results
LUMO level (alpha / beta) ... -0.2756 / -0.7182 eV
Energy above the lowest of the compared OMol25 structures with the same formula, charge and spin ... 0.00 kJ/mol
HOMO energy (alpha / beta) ... -6.08 / -6.78 eV
Spin multiplicity ... 5
Charge ... 0
Kohn-Sham gap (alpha / beta) ... 5.804 / 6.061 eV
⟨S²⟩ ... 6.081

Atoms and positions in Å:
Cr: -1.243 0.412 -0.958
Br: -2.005 7.816 -2.461
C: -1.808 5.935 -2.497
C: -0.680 5.356 -1.937
C: -0.548 3.979 -1.945
C: -1.524 3.167 -2.519
C: -2.655 3.771 -3.068
C: -2.802 5.151 -3.056
N: -1.365 1.767 -2.541
C: -1.688 1.131 -3.671
C: -1.692 -0.262 -3.717
C: -1.945 -1.001 -4.901
C: -1.919 -2.362 -4.874
C: -1.639 -3.026 -3.655
C: -1.403 -2.265 -2.542
N: -1.414 -0.921 -2.538
H: 0.082 5.977 -1.487
H: 0.318 3.523 -1.483
H: -3.450 3.151 -3.464
H: -3.693 5.608 -3.462
H: -1.892 1.696 -4.575
H: -2.155 -0.457 -5.813
H: -2.113 -2.931 -5.773
H: -1.614 -4.104 -3.587
H: -1.193 -2.734 -1.591
C: 2.528 1.712 -0.595
C: 2.185 1.947 0.873
As: 1.873 0.233 1.792
C: 3.746 -0.176 2.171
C: 4.526 0.652 2.977
C: 5.865 0.366 3.188
C: 6.440 -0.752 2.595
C: 5.671 -1.582 1.795
C: 4.327 -1.295 1.585
C: 1.320 0.835 3.559
C: 0.510 1.953 3.735
C: 0.026 2.274 4.998
C: 0.338 1.479 6.090
C: 1.139 0.357 5.919
C: 1.624 0.036 4.660
As: 1.250 0.548 -1.554
C: 1.536 1.083 -3.404
C: 1.445 0.106 -4.391
C: 1.564 0.447 -5.729
C: 1.773 1.770 -6.094
C: 1.866 2.748 -5.115
C: 1.747 2.406 -3.774
C: 2.287 -1.099 -1.661
C: 3.587 -1.073 -2.164
C: 4.312 -2.245 -2.292
C: 3.739 -3.460 -1.932
C: 2.443 -3.494 -1.443
C: 1.722 -2.313 -1.308
H: 3.498 1.224 -0.698
H: 2.578 2.659 -1.132
H: 1.276 2.539 0.954
H: 2.992 2.485 1.375
H: 4.081 1.518 3.453
H: 6.462 1.013 3.818
H: 7.486 -0.975 2.760
H: 6.112 -2.455 1.331
H: 3.735 -1.950 0.958
H: 0.236 2.572 2.891
H: -0.602 3.147 5.123
H: -0.043 1.729 7.071
H: 1.386 -0.269 6.767
H: 2.253 -0.839 4.536
H: 1.275 -0.931 -4.120
H: 1.487 -0.323 -6.487
H: 1.867 2.038 -7.138
H: 2.024 3.782 -5.390
H: 1.798 3.191 -3.033
H: 4.033 -0.134 -2.473
H: 5.323 -2.213 -2.678
H: 4.302 -4.378 -2.040
H: 1.994 -4.438 -1.160
H: 0.716 -2.335 -0.910
S: -5.801 5.657 0.721
C: -4.817 4.361 0.520
S: -5.282 2.923 -0.326
C: -3.768 2.066 -0.185
C: -2.788 2.710 0.471
S: -1.177 2.065 0.703
S: -3.179 4.301 1.072
S: -3.603 0.478 -0.892
C: -2.436 -4.315 0.410
C: -3.064 -3.068 1.035
C: -4.314 -2.688 0.250
Sb: -1.606 -1.469 1.283
C: -2.498 -0.284 2.890
C: -2.162 -0.696 4.319
C: -4.009 -0.153 2.732
C: -0.217 -2.602 2.550
C: -0.914 -3.622 3.450
C: 0.946 -3.266 1.825
H: -3.061 -5.190 0.613
H: -1.434 -4.539 0.775
H: -2.385 -4.215 -0.676
H: -3.343 -3.290 2.069
H: -4.069 -2.446 -0.786
H: -4.839 -1.832 0.666
H: -5.004 -3.538 0.233
H: -2.035 0.684 2.698
H: -2.681 -1.609 4.616
H: -2.510 0.095 4.989
H: -1.095 -0.821 4.503
H: -4.509 -1.104 2.934
H: -4.301 0.184 1.739
H: -4.387 0.572 3.459
H: 0.193 -1.805 3.175
H: -1.157 -4.534 2.904
H: -1.830 -3.255 3.906
H: -0.238 -3.909 4.262
H: 0.609 -3.992 1.080
H: 1.567 -3.811 2.543
H: 1.581 -2.538 1.326